(1)
14
Properties=species:S:1:pos:R:3:lowdin_charge:R:1 method="wB97M-V/def2-TZVPD" smiles="CN(O)C(=O)NN" homo_lumo_gap_ev=9.93
C 0.0879 -1.1359 1.8624 -0.0180
N 0.1223 -0.1797 0.7292 -0.1225
O 1.4880 -0.0454 0.2894 -0.0248
C -0.7877 -0.3431 -0.2602 -0.5598
O -1.8334 -0.9537 -0.1085 0.0518
N -0.6287 0.3771 -1.4263 -0.0128
N 0.3352 1.4078 -1.4970 -0.0254
H 0.8205 -0.7145 2.5321 0.0762
H 0.4037 -2.1265 1.5301 0.0929
H -0.9050 -1.1076 2.3709 0.1044
H 1.4857 0.8499 -0.0322 0.0483
H -1.4625 0.3543 -1.9761 0.1335
H 0.9731 1.2134 -2.3220 0.1135
H -0.0991 2.4038 -1.6917 0.1425

(2)
276
Properties=species:S:1:pos:R:3:lowdin_spin:R:1 method="wB97M-V/def2-TZVPD" charge=-1 multiplicity=2 s2=0.7506 homo_lumo_gap_ev="1.22 / 8.23"
C 4.9062 -2.9535 1.5147 0.0007
C 4.5716 -3.1182 2.9533 0.0003
C 3.0081 -3.3748 3.2343 0.0016
C 2.3830 -4.7489 3.1331 0.0015
C 3.2734 -5.7605 3.8475 0.0005
C 4.8629 -5.6247 3.6235 0.0001
N 5.2195 -4.1610 3.7451 0.0003
O 6.6770 -4.0693 3.6784 0.0022
C 5.3407 -6.2569 4.8620 0.0009
C 5.3620 -6.4309 2.4145 0.0005
C 4.9715 -1.7003 3.5253 0.0028
H 4.8155 -3.8532 0.9061 0.0001
H 5.9602 -2.6967 1.4088 0.0005
H 4.3042 -2.2234 0.9738 0.0002
H 2.7289 -2.9007 4.1752 0.0014
H 2.4745 -2.7306 2.5355 0.0003
H 2.5583 -5.0016 2.0874 0.0000
H 1.3471 -4.9279 3.4209 0.0012
H 2.8976 -6.7154 3.4801 0.0000
H 3.0858 -5.8752 4.9151 0.0004
H 5.0357 -5.6628 5.7234 0.0006
H 4.9408 -7.2708 4.8755 0.0001
H 6.4270 -6.3421 4.8324 0.0001
H 5.5632 -7.4461 2.7565 0.0001
H 4.7852 -6.4747 1.4907 0.0001
H 6.3561 -6.2898 1.9902 0.0001
H 4.8062 -1.8409 4.5934 0.0004
H 4.4116 -0.8093 3.2412 0.0005
H 6.0448 -1.5178 3.4716 0.0017
H 6.8609 -3.5960 4.4932 0.0008
C 2.6851 2.7467 10.3181 0.0023
C 2.5338 3.0806 8.8359 0.0003
C 3.6446 4.1844 8.6837 0.0012
C 3.7849 4.4678 7.1569 0.0044
C 4.2944 3.0974 6.4297 0.0054
C 3.4418 1.9131 6.6027 0.0003
N 2.7586 1.8913 7.9438 0.0005
O 1.9939 0.7433 8.2562 0.0063
C 2.3856 1.8813 5.4197 0.0042
C 4.4615 0.7134 6.5563 0.0050
C 1.0539 3.5475 8.6852 0.0033
H 2.1744 1.7996 10.4923 0.0004
H 2.4403 3.5047 11.0620 0.0003
H 3.7298 2.4880 10.4905 0.0005
H 3.4118 5.2247 8.9110 0.0003
H 4.6708 4.0047 9.0044 0.0004
H 4.3944 5.3689 7.0892 0.0008
H 2.8221 4.8192 6.7858 0.0015
H 5.3086 2.8903 6.7712 0.0008
H 4.4622 3.4768 5.4218 0.0033
H 1.8409 2.8057 5.2274 0.0024
H 2.8281 1.6550 4.4496 0.0004
H 1.6440 1.1409 5.7195 0.0010
H 3.9219 -0.2249 6.4277 0.0007
H 5.3188 0.8075 5.8898 0.0015
H 5.0258 0.5084 7.4661 0.0016
H 0.9177 3.5392 7.6038 0.0007
H 0.9595 4.5766 9.0317 0.0010
H 0.2424 2.8706 8.9524 0.0009
H 2.4674 0.1279 8.8207 0.0011
C -6.8264 2.1727 0.5630 0.0169
O -6.6287 2.1195 2.0486 0.0032
C -7.2531 3.0973 2.8146 0.0011
C -6.7242 4.4996 2.7147 0.0017
N -5.2556 4.6972 2.8482 0.0005
C -4.6080 5.5669 1.8556 0.0070
C -3.0716 5.3800 1.9411 0.0085
O -2.9055 4.0660 1.3642 0.0056
C -2.0018 4.0566 0.2497 0.0192
H -7.6550 2.8550 0.3730 0.0029
H -7.1094 1.1728 0.2342 0.0038
H -5.7761 2.4066 0.3890 0.0045
H -7.3104 2.8205 3.8673 0.0001
H -8.3008 3.0981 2.5139 0.0004
H -7.2285 5.1042 3.4686 0.0003
H -7.1114 4.9475 1.7995 0.0007
H -4.7156 3.8936 3.1359 0.0001
H -4.9033 6.5679 2.1704 0.0013
H -5.0473 5.2756 0.9015 0.0041
H -2.8506 5.3188 3.0067 0.0021
H -2.5711 6.1888 1.4088 0.0020
H -1.0625 4.2926 0.7500 0.0046
H -2.1946 4.6704 -0.6302 0.0132
H -1.9177 3.1122 -0.2880 0.0099
C 5.8441 3.8526 -3.9160 0.0064
O 5.6236 5.1075 -4.3656 0.0008
C 4.2644 5.4297 -4.5480 0.0174
C 3.7413 6.8513 -4.0711 0.0042
N 2.2737 6.9730 -3.9677 0.0017
C 1.5083 5.9184 -3.2689 0.0304
C 0.0309 6.4187 -3.1761 0.0340
O -0.2361 7.6957 -2.5141 0.0070
C 0.0173 7.5277 -1.1137 0.0155
H 6.9129 3.6814 -4.0446 0.0004
H 5.3117 3.1621 -4.5700 0.0049
H 5.6410 3.6782 -2.8594 0.0019
H 3.6092 4.7531 -3.9994 0.0033
H 3.9246 5.4128 -5.5836 0.0061
H 4.1850 7.5046 -4.8224 0.0003
H 4.1999 7.2034 -3.1471 0.0011
H 1.9830 7.9176 -3.7597 0.0001
H 1.9387 5.6111 -2.3157 0.0061
H 1.4791 5.0427 -3.9172 0.0333
H -0.6994 5.7586 -2.7082 0.0149
H -0.2991 6.4709 -4.2136 0.0152
H -0.0890 8.4686 -0.5738 0.0027
H 1.0586 7.2557 -0.9410 0.0044
H -0.6342 6.8164 -0.6062 0.0018
C -2.5748 2.5612 5.5385 0.0036
O -3.9701 2.8242 5.5963 0.0013
C -4.3923 3.9516 6.3716 0.0020
C -5.7601 3.6891 6.9241 0.0005
N -5.8375 2.5162 7.7556 0.0001
C -5.0952 2.7862 8.9687 0.0008
C -5.7572 3.6297 10.0397 0.0005
O -5.2962 3.2938 11.3193 0.0007
C -5.5916 4.2349 12.2681 0.0005
H -2.3027 1.6865 4.9478 0.0010
H -2.3624 2.2022 6.5455 0.0007
H -1.9453 3.3842 5.2001 0.0020
H -4.4546 4.8013 5.6918 0.0006
H -3.6875 4.1549 7.1779 0.0008
H -6.5778 3.7991 6.2118 0.0001
H -5.9153 4.5795 7.5333 0.0001
H -5.2281 1.9133 7.2214 0.0001
H -4.0516 3.0416 8.7848 0.0004
H -4.9729 1.7939 9.4030 0.0002
H -6.8274 3.8088 9.9360 0.0000
H -5.3467 4.6289 9.8944 0.0002
H -5.2799 5.2598 12.0665 0.0001
H -5.0081 4.0605 13.1720 0.0000
H -6.6373 4.1703 12.5687 0.0000
C 0.3989 -1.0278 -1.9991 0.0206
O 1.5257 -1.8371 -2.1671 0.0273
C 1.5749 -2.9865 -1.3865 0.0023
C 2.9354 -3.7246 -1.5009 0.0008
N 2.8885 -4.7588 -2.5130 0.0004
C 3.2767 -4.2572 -3.8664 0.0027
C 3.0308 -5.3664 -4.8747 0.0057
O 3.7330 -5.0061 -6.0896 0.0064
C 4.1802 -6.1388 -7.0212 0.0025
H 0.2152 -0.8241 -0.9442 0.0011
H -0.5294 -1.3915 -2.4397 0.0062
H 0.5142 -0.0830 -2.5304 0.0264
H 0.6727 -3.5947 -1.3216 0.0007
H 1.6341 -2.7138 -0.3328 0.0005
H 3.1513 -4.2153 -0.5518 0.0001
H 3.7120 -2.9848 -1.6950 0.0002
H 1.9287 -5.0088 -2.7040 0.0007
H 4.2406 -3.7991 -3.6448 0.0000
H 2.6386 -3.3903 -4.0374 0.0018
H 1.9609 -5.3944 -5.0812 0.0041
H 3.4979 -6.2874 -4.5258 0.0002
H 3.8893 -7.1694 -6.8178 0.0002
H 5.2586 -5.9843 -7.0580 0.0002
H 3.7577 -5.9128 -8.0003 0.0003
C -5.1599 -2.1071 -1.3527 0.0080
O -4.7297 -2.3095 -2.7234 0.0041
C -5.3967 -1.5274 -3.7648 0.0042
C -6.8140 -2.0754 -4.2203 0.0063
N -6.6898 -3.4065 -4.9404 0.0004
C -5.7084 -3.2636 -6.0881 0.0052
C -6.0083 -2.2551 -7.2123 0.0013
O -7.2970 -2.5876 -7.9154 0.0002
C -8.0385 -1.5443 -8.5135 0.0012
H -5.1439 -1.0280 -1.1998 0.0021
H -4.4241 -2.5791 -0.7015 0.0015
H -6.1345 -2.4749 -1.0320 0.0023
H -4.6315 -1.4895 -4.5402 0.0017
H -5.3456 -0.5061 -3.3875 0.0030
H -7.3963 -1.4114 -4.8593 0.0015
H -7.3580 -2.3339 -3.3118 0.0014
H -7.5811 -3.5817 -5.3820 0.0002
H -5.7277 -4.2030 -6.6406 0.0005
H -4.6506 -3.1641 -5.8443 0.0052
H -5.1784 -2.1423 -7.9099 0.0006
H -5.8915 -1.2844 -6.7306 0.0002
H -8.8293 -1.8778 -9.1854 0.0001
H -7.4841 -0.8036 -9.0898 0.0000
H -8.5370 -1.0337 -7.6896 0.0006
C 0.6328 -9.1544 2.5509 0.0003
O -0.1198 -8.2135 1.9060 0.0001
C 0.4245 -7.9331 0.6013 0.0004
C -0.5610 -7.2560 -0.2849 0.0019
N -0.8450 -5.8971 0.2988 0.0004
C -1.9308 -5.1784 -0.4781 0.0038
C -3.3950 -5.8390 -0.1696 0.0029
O -3.3448 -6.0677 1.2713 0.0038
C -4.0518 -7.2270 1.7182 0.0013
H 1.4856 -8.6169 2.9656 0.0000
H 0.8996 -10.0167 1.9399 0.0000
H -0.2755 -9.4029 3.0998 0.0000
H 0.5389 -8.9584 0.2494 0.0001
H 1.3167 -7.3154 0.7035 0.0000
H -1.3959 -7.9547 -0.3384 0.0003
H -0.3411 -7.2040 -1.3512 0.0014
H -1.2160 -6.0533 1.2251 0.0001
H -1.8335 -5.2439 -1.5617 0.0040
H -1.9378 -4.1032 -0.2994 0.0014
H -3.6237 -6.7897 -0.6511 0.0007
H -4.1752 -5.0965 -0.3373 0.0006
H -4.2712 -7.1367 2.7821 0.0002
H -3.4539 -8.1036 1.4687 0.0001
H -5.0281 -7.4988 1.3169 0.0002
C 3.7899 1.5272 -1.4225 0.0174
O 3.0876 0.5286 -0.6813 0.0055
C 3.0741 0.8132 0.7436 0.0068
C 1.7612 0.5458 1.5080 0.0021
N 0.8622 1.6709 1.4502 0.0035
C -0.3498 1.3937 2.2040 0.0042
C -1.2378 0.3324 1.4919 0.0061
O -1.5983 0.7523 0.1339 0.0071
C -2.4925 -0.1413 -0.4462 0.0097
H 3.1624 2.3888 -1.1948 0.0066
H 3.5982 1.2462 -2.4581 0.0102
H 4.8160 1.5889 -1.0600 0.0013
H 3.5791 1.7400 1.0159 0.0048
H 3.8925 0.1673 1.0614 0.0008
H 1.9905 0.1849 2.5107 0.0002
H 1.3990 -0.4157 1.1443 0.0003
H 0.4461 1.6022 0.5324 0.0035
H -0.8826 2.3045 2.4774 0.0006
H -0.1305 0.9831 3.1896 0.0008
H -2.1451 0.2627 2.0919 0.0021
H -0.8800 -0.6792 1.6838 0.0022
H -2.3225 -1.1965 -0.2322 0.0015
H -2.5573 -0.0548 -1.5309 0.0036
H -3.4933 0.0060 -0.0404 0.0018
C 7.7167 1.4071 -7.0898 0.0029
O 7.8148 0.0476 -6.6214 0.0008
C 6.5850 -0.6958 -7.0237 0.0058
C 6.3647 -1.9080 -6.1369 0.0012
N 6.9922 -1.8226 -4.8135 0.0002
C 6.0860 -1.0124 -3.9518 0.0020
C 6.7805 -0.4795 -2.6696 0.0006
O 7.5503 0.6484 -3.0477 0.0006
C 8.2075 1.2996 -1.9593 0.0053
H 7.8571 1.3139 -8.1667 0.0004
H 8.5331 2.0626 -6.7865 0.0004
H 6.7332 1.7994 -6.8311 0.0017
H 6.5705 -1.0086 -8.0677 0.0007
H 5.6970 -0.0638 -7.0112 0.0061
H 6.9029 -2.6948 -6.6656 0.0001
H 5.3702 -2.3524 -6.0989 0.0008
H 7.7953 -1.2359 -4.9895 0.0000
H 5.2084 -1.5465 -3.5874 0.0004
H 5.6345 -0.1477 -4.4381 0.0024
H 7.3489 -1.2303 -2.1206 0.0002
H 5.8677 -0.2356 -2.1260 0.0003
H 8.6946 2.1665 -2.4056 0.0007
H 9.0745 0.6913 -1.7016 0.0005
H 7.7643 1.5581 -0.9976 0.0033
C -3.4543 1.1193 -4.2092 0.0487
O -4.2739 1.0495 -5.4266 0.0283
C -3.6190 0.5937 -6.6107 0.0401
C -4.3453 0.9792 -7.9341 0.0124
N -3.6939 0.2656 -9.0178 0.0022
C -4.5110 0.3831 -10.2625 0.0048
C -5.2546 1.6152 -10.7618 0.0042
O -6.5232 1.8416 -10.0900 0.0009
C -7.3357 2.9528 -10.4633 0.0028
H -3.1844 0.0929 -3.9606 0.0053
H -4.0836 1.3278 -3.3439 0.0114
H -2.6324 1.8335 -4.2579 0.0437
H -3.6674 -0.4709 -6.3818 0.0046
H -2.5837 0.9335 -6.6381 0.0267
H -4.2782 2.0177 -8.2585 0.0054
H -5.4053 0.7372 -7.8571 0.0001
H -2.7617 0.6210 -9.1752 0.0083
H -5.1579 -0.4853 -10.1384 0.0001
H -3.9866 0.0040 -11.1397 0.0011
H -5.2753 1.5134 -11.8468 0.0009
H -4.5663 2.4467 -10.6097 0.0026
H -6.8331 3.9188 -10.4145 0.0008
H -8.2557 2.9914 -9.8800 0.0005
H -7.5518 2.7738 -11.5166 0.0003

(3)
12
Properties=species:S:1:pos:R:3:lowdin_charge:R:1 method="wB97M-V/def2-TZVPD" smiles="CO[S@](=O)(Cl)=CO" homo_lumo_gap_ev="7.95 / 7.96"
C -1.7890 1.2489 0.4151 -0.1562
O -0.9940 0.2883 -0.1832 -0.3999
S 0.5794 -0.1346 0.0230 0.6021
O 0.8651 -0.5867 1.3500 -0.4198
Cl 1.3780 1.8840 0.3279 0.2021
C 0.8806 -1.5747 -1.0651 -0.2388
O 2.0730 -2.1769 -0.7225 -0.0995
H -2.1260 0.9012 1.3677 0.0734
H -1.1923 2.1742 0.5754 0.0484
H -2.7443 1.4313 -0.2931 0.1481
H 0.9971 -1.2511 -2.1239 0.0875
H 2.0726 -2.2039 0.3286 0.1527

(4)
14
Properties=species:S:1:pos:R:3:lowdin_charge:R:1 method="wB97M-V/def2-TZVPD" homo_lumo_gap_ev="8.87 / 8.87"
C 0.2004 -0.0142 2.2066 0.1207
C -0.0107 -0.0565 -0.0149 -0.2652
C -0.8463 0.8479 -0.9116 -0.1018
C 0.6378 0.8725 -1.0284 -0.1031
C -0.0206 -1.4951 -0.3220 -0.2633
O 0.0496 -2.3862 0.4873 0.0487
H 0.0507 0.6054 1.2295 -0.0315
H -0.6169 -0.6920 2.4763 0.0104
H 1.1439 -0.5636 2.2984 0.0124
H -1.4206 0.3779 -1.7115 0.1075
H -1.3431 1.7072 -0.4664 0.1106
H 1.1664 1.7494 -0.6609 0.1110
H 1.0965 0.4211 -1.9090 0.1076
H -0.1028 -1.7171 -1.4109 0.1361

(5)
112
Properties=species:S:1:pos:R:3:lowdin_charge:R:1 method="wB97M-V/def2-TZVPD" charge=-1 homo_lumo_gap_ev=9.57
P 8.6203 -9.0989 7.5513 0.2595
F 10.1057 -9.6282 7.1157 -0.1570
F 8.9535 -9.9301 8.8987 -0.1425
F 9.3580 -7.8039 8.2874 -0.1756
F 7.2212 -8.5908 8.1510 -0.1222
F 8.3870 -8.3765 6.0905 -0.1387
F 7.9209 -10.3733 6.8990 -0.1355
C 11.1435 -12.8874 11.9138 -0.0919
C 11.1626 -12.2769 10.5265 -0.2760
O 12.5355 -12.3332 10.0139 -0.1036
H 11.7080 -12.2451 12.5898 0.0584
H 11.6615 -13.8462 11.8925 0.0717
H 10.1380 -12.9237 12.3330 0.0727
H 10.9746 -11.2046 10.5791 0.0927
H 10.4376 -12.8076 9.9094 0.0823
H 12.7461 -11.5790 9.4585 0.0222
C 11.9487 -8.8849 12.4230 -0.0857
C 10.9370 -8.0969 11.6379 -0.3618
O 9.9749 -7.4521 12.4286 -0.0835
H 12.6336 -9.5494 11.8961 0.0650
H 11.4154 -9.5087 13.1403 0.0733
H 12.5642 -8.1601 12.9560 0.0691
H 10.3852 -8.7998 11.0137 0.0916
H 11.4235 -7.3681 10.9896 0.1063
H 9.1943 -7.3442 11.8803 0.0153
C 5.4948 -11.2804 9.5227 -0.0877
C 4.9458 -10.7762 8.2476 -0.2870
O 3.9360 -11.7916 7.9313 -0.0974
H 6.1749 -10.5474 9.9566 0.0768
H 6.0745 -12.1690 9.2727 0.0590
H 4.7346 -11.6018 10.2347 0.0773
H 5.6641 -10.7214 7.4296 0.0785
H 4.4461 -9.8232 8.4218 0.0827
H 3.3395 -11.8259 8.6827 0.0575
C 8.4943 -13.2996 7.8450 -0.0695
C 7.3259 -14.2953 7.6174 -0.2742
O 7.3439 -14.8307 6.2705 -0.0925
H 9.4353 -13.8221 8.0168 0.0685
H 8.3731 -12.7145 8.7566 0.0556
H 8.5109 -12.5827 7.0241 0.0581
H 6.3602 -13.8209 7.7918 0.0924
H 7.4147 -15.0839 8.3647 0.1043
H 7.8035 -15.6734 6.2570 0.0839
C 14.3631 -9.2976 8.5371 -0.0834
C 12.9099 -9.1111 8.1525 -0.2894
O 12.4216 -10.4134 7.7709 -0.1002
H 14.4928 -9.9125 9.4276 0.0667
H 14.8401 -8.3291 8.6871 0.0697
H 14.9296 -9.7905 7.7470 0.0747
H 12.7899 -8.4705 7.2788 0.1055
H 12.2807 -8.6584 8.9189 0.0974
H 11.4992 -10.3038 7.5287 0.0267
C 5.9561 -6.4636 4.9745 -0.0728
C 4.7717 -7.4001 5.2606 -0.3051
O 5.2966 -8.5787 5.8178 -0.0655
H 6.6372 -6.4684 5.8255 0.0435
H 5.6645 -5.4182 4.8728 0.0722
H 6.5581 -6.8936 4.1741 0.0603
H 4.1982 -7.5957 4.3545 0.1108
H 4.0529 -6.8171 5.8364 0.0802
H 5.8391 -8.3146 6.5644 0.0369
C 6.7654 -11.0526 2.4408 -0.0760
C 7.5445 -10.2042 3.4483 -0.3068
O 8.3048 -11.1199 4.2544 -0.0870
H 6.0788 -11.8071 2.8247 0.0687
H 7.4088 -11.4613 1.6616 0.0678
H 6.1895 -10.2681 1.9499 0.0634
H 6.9725 -9.4775 4.0251 0.0878
H 8.1621 -9.4837 2.9122 0.0922
H 8.5298 -10.6358 5.0522 0.0278
O 8.0655 -7.2622 10.5292 -0.0365
H 8.5687 -7.6069 9.7915 -0.0114
H 7.7853 -6.3928 10.2432 0.0233
O 6.0118 -12.4728 5.5388 -0.0357
H 6.6837 -13.1373 5.6913 -0.0099
H 6.4934 -11.6460 5.5130 -0.0019
C 8.8452 -4.9304 7.4674 -0.0350
C 7.9306 -3.9881 8.2238 -0.4984
C 6.9280 -3.3268 7.2320 -0.0304
O 7.2359 -4.6408 9.1753 -0.0531
H 9.3384 -4.5696 6.5648 0.0791
H 8.2163 -5.7721 7.1775 0.0614
H 9.6390 -5.3188 8.1056 0.0814
H 8.5592 -3.2692 8.7493 0.1367
H 6.5568 -2.3530 7.5514 0.0772
H 6.1791 -4.0351 6.8778 0.0599
H 7.3272 -3.0873 6.2464 0.0733
H 6.5599 -4.0509 9.5169 0.1135
C 4.3825 -6.1890 10.5689 -0.0582
C 4.4092 -6.6142 9.1161 -0.4496
C 3.0648 -7.2139 8.6849 -0.0387
O 4.7314 -5.4543 8.3072 -0.0676
H 3.6079 -5.4303 10.6809 0.0787
H 5.3426 -5.8176 10.9272 0.0672
H 4.0368 -6.9294 11.2902 0.0822
H 5.2259 -7.3225 8.9771 0.1172
H 2.2165 -6.7204 9.1593 0.0760
H 2.9813 -8.2739 8.9249 0.0659
H 2.9509 -7.2209 7.6009 0.0631
H 5.6635 -5.3095 8.4855 0.0150
C 10.8510 -7.4669 4.2316 -0.0530
C 10.8108 -6.3380 3.2464 -0.5439
C 9.4777 -5.6446 3.2286 -0.0481
O 11.8089 -5.4927 3.6722 -0.0332
H 10.1517 -8.2950 4.1156 0.0694
H 10.6722 -7.0681 5.2301 0.0766
H 11.7821 -8.0178 4.3649 0.0840
H 11.0217 -6.6902 2.2366 0.1344
H 9.3384 -5.2304 4.2272 0.0687
H 8.6493 -6.3202 3.0155 0.0716
H 9.4206 -4.8172 2.5213 0.0766
H 12.0475 -4.8510 2.9992 0.0937

(6)
24
Properties=species:S:1:pos:R:3:lowdin_charge:R:1 method="wB97M-V/def2-TZVPD" smiles=CCCCSC.O.O homo_lumo_gap_ev=9.45
C 0.4857 1.7941 -2.3951 -0.1160
C 0.6988 1.6557 -0.8903 -0.3007
C 1.1994 0.2645 -0.4905 -0.2610
C 0.2055 -0.8880 -0.6083 -0.4498
S -1.5639 -0.3695 -0.6619 0.8154
C -2.3868 -1.9374 -0.2963 -0.3999
H 1.4461 1.7830 -2.9076 0.0724
H -0.2062 1.0588 -2.7872 0.0510
H 0.0619 2.7688 -2.6206 0.0677
H -0.2369 1.8822 -0.3906 0.0680
H 1.4318 2.3674 -0.4983 0.1110
H 1.5782 0.3210 0.5283 0.0864
H 2.0643 0.0768 -1.1372 0.1120
H 0.3542 -1.5204 -1.4837 0.0739
H 0.2372 -1.5596 0.2533 0.0655
H -2.9005 -1.8617 0.6609 0.0268
H -1.7292 -2.7960 -0.2089 0.0406
H -3.1192 -2.1244 -1.0761 0.0237
O -0.9311 -0.0876 2.6913 -0.0753
H -1.2090 0.0434 1.7592 -0.0217
H -1.5688 0.4584 3.1648 0.0457
O 2.1812 -0.0804 3.0935 -0.0688
H 2.6591 -0.9126 3.2082 0.0364
H 1.2483 -0.3363 3.0929 -0.0033